(1)
Entry from OMol25: a cluster of 16 separate species, C48H78O48 in total in a non-equilibrium geometry (the ωB97M-V functional and the def2-TZVPD basis).

For the energy above the lowest of the compared OMol25 structures with the same formula, charge and spin, the calculation gives 84.1 kcal per mole. For the strongest force on any atom, the calculation gives 0.12174 hartree/bohr. The HOMO-LUMO gap is 9.9 eV. As for the net charge: 0.

CARTESIAN COORDINATES (ANGSTROEM)
O1 -9.811 1.638 -4.029
O2 -11.030 -4.370 -6.251
O3 -5.046 1.857 -17.482
O4 -2.135 -2.707 -5.005
O5 -1.770 0.108 -11.098
O6 -7.865 -6.272 -9.445
O7 -7.695 -0.817 -0.663
O8 -6.415 -5.600 -10.873
O9 -10.235 0.315 -10.403
O10 -1.626 2.022 -4.628
O11 -10.604 -2.400 -5.282
O12 -7.008 -3.892 -3.283
O13 -1.183 3.253 -6.329
O14 -6.265 0.166 -6.651
O15 -6.957 -4.142 -9.158
O16 -4.580 -4.534 -15.392
O17 -3.166 2.985 -16.588
O18 -10.252 -3.416 -12.856
O19 -1.809 4.304 -4.483
O20 -4.405 4.971 -9.226
O21 -2.928 6.737 -9.025
O22 -8.358 -1.184 1.528
O23 -10.513 -0.765 -8.366
O24 -8.193 7.231 -6.720
O25 -6.341 0.424 -8.814
O26 -4.155 2.038 -2.521
O27 -3.542 -3.401 -6.793
O28 -5.387 -4.800 -4.479
O29 -2.553 -4.530 -14.313
O30 -11.295 -4.262 -4.099
O31 -4.801 1.962 -15.353
O32 -12.260 -4.454 -13.260
O33 -4.230 -3.085 -13.796
O34 -3.694 1.284 -10.982
O35 -5.532 2.122 -7.582
O36 -8.935 3.501 -4.293
O37 -11.614 -4.100 -11.140
O38 -7.573 5.017 -6.995
O39 -4.429 -0.326 -2.652
O40 -7.424 -4.583 -5.453
O41 -3.018 -0.273 -9.338
O42 -9.960 1.306 -8.439
O43 -10.123 3.150 -2.397
O44 -4.660 6.634 -10.537
O45 -6.440 6.532 -5.696
O46 -9.797 -0.963 -0.131
O47 -2.081 -4.745 -5.836
O48 -3.415 0.614 -0.937
C1 -11.108 -1.951 -8.884
C2 -11.458 -5.693 -5.768
C3 -8.280 -1.061 -1.917
C4 -5.538 -4.755 -11.524
C5 -4.174 2.300 -16.452
C6 -3.877 6.134 -9.580
C7 -12.129 -4.365 -14.670
C8 -9.153 1.485 -5.233
C9 -5.026 2.473 -3.525
C10 -9.754 -0.814 -1.562
C11 -3.536 -2.223 -12.961
C12 -7.055 -5.216 -9.792
C13 -8.591 -1.071 0.325
C14 -8.898 -6.131 -8.600
C15 -4.737 -4.139 -3.380
C16 -11.816 -5.495 -4.319
C17 -3.858 -4.690 -7.407
C18 -1.363 2.004 -6.848
C19 -6.689 -4.408 -4.490
C20 -10.906 -3.573 -5.180
C21 -9.506 6.981 -7.247
C22 -7.470 6.132 -6.480
C23 -9.249 -3.031 -11.954
C24 -10.192 0.225 -9.172
C25 -2.894 0.417 -10.469
C26 -5.977 0.962 -7.717
C27 -1.581 3.276 -5.100
C28 -6.555 -1.123 -7.143
C29 -3.425 -0.674 -0.247
C30 -3.689 -4.040 -14.490
C31 -1.296 1.092 -5.626
C32 -2.000 -1.313 -9.332
C33 -3.971 0.698 -2.138
C34 -5.517 4.594 -9.976
C35 -5.406 5.647 -5.324
C36 -6.879 -0.850 -8.627
C37 -11.385 -3.983 -12.332
C38 -5.906 -3.942 -2.372
C39 -0.949 -0.681 -10.327
C40 -8.501 2.790 -5.404
C41 -5.956 -4.051 -15.730
C42 -9.400 2.375 -9.004
C43 -4.239 2.350 -14.071
C44 -2.640 -3.517 -5.815
C45 -2.561 -5.378 -7.018
C46 -5.809 5.897 -10.750
C47 -4.705 2.152 -18.837
C48 -9.657 2.796 -3.496
H1 -8.438 2.175 -9.476
H2 -8.974 -3.664 -11.111
H3 -12.903 -5.432 -4.269
H4 -5.081 3.556 -3.630
H5 -6.780 6.272 -10.428
H6 -5.214 5.607 -4.252
H7 -5.627 -3.081 -1.764
H8 -3.118 -2.826 -12.154
H9 -5.426 3.724 -10.626
H10 -11.379 -6.229 -3.642
H11 -7.424 2.619 -5.392
H12 -0.157 -0.120 -9.831
H13 -4.561 3.220 -19.005
H14 -6.044 2.155 -3.297
H15 -2.293 -2.333 -9.580
H16 -11.504 -1.765 -9.882
H17 -4.812 -5.116 -7.099
H18 -10.424 -1.479 -2.107
H19 -6.112 -4.142 -12.219
H20 -4.920 2.131 -13.249
H21 -4.519 6.143 -5.718
H22 -10.011 0.161 -1.977
H23 -10.018 2.936 -9.706
H24 -4.119 -0.587 0.589
H25 -3.256 1.896 -13.946
H26 -1.876 -5.421 -7.865
H27 -4.764 -5.404 -11.934
H28 -8.062 -2.102 -2.160
H29 -11.936 -2.352 -8.299
H30 -12.403 -6.076 -6.153
H31 -0.468 -1.487 -10.881
H32 -5.397 4.680 -5.827
H33 -4.890 2.064 -4.526
H34 -7.409 -1.438 -6.544
H35 -0.747 1.705 -7.697
H36 -2.720 -1.716 -13.476
H37 -1.542 -1.441 -8.351
H38 -5.522 1.962 -19.534
H39 -8.082 -0.233 -2.597
H40 -9.828 7.947 -7.636
H41 -5.818 5.597 -11.798
H42 -5.154 -4.082 -10.757
H43 -8.877 3.156 -6.359
H44 -8.519 -5.488 -7.806
H45 -5.672 -1.760 -7.093
H46 -9.740 -5.691 -9.135
H47 -13.031 -4.369 -15.281
H48 -10.356 -2.740 -8.908
H49 -3.715 1.772 -19.088
H50 -2.336 1.940 -7.335
H51 -0.294 0.668 -5.549
H52 -2.053 0.310 -5.676
H53 -7.939 -0.886 -8.875
H54 -9.269 -7.099 -8.264
H55 -11.476 -5.207 -14.898
H56 -6.360 -3.692 -14.784
H57 -5.855 -3.257 -16.470
H58 -8.321 -2.794 -12.474
H59 -2.749 -6.435 -6.831
H60 -9.896 1.235 -5.991
H61 -9.697 -2.108 -11.588
H62 -4.004 -4.805 -2.925
H63 -9.432 6.353 -8.135
H64 -9.349 3.073 -8.168
H65 -6.319 4.380 -9.270
H66 -11.672 -3.441 -15.025
H67 -8.273 0.844 -5.185
H68 -2.476 -0.954 0.210
H69 -3.833 -4.487 -8.478
H70 -6.344 -1.645 -9.146
H71 -10.383 6.765 -6.637
H72 -6.765 -4.716 -16.035
H73 -6.057 -4.833 -1.763
H74 -4.266 -1.478 -12.644
H75 -4.318 -3.213 -3.774
H76 -3.752 -1.471 -0.914
H77 -4.119 3.421 -14.234
H78 -10.678 -6.453 -5.727

(2)
Entry from OMol25: a cluster of 12 separate species, C48H84N12 in total in a non-equilibrium geometry (the ωB97M-V functional and the def2-TZVPD basis).

For the energy above the lowest of the compared OMol25 structures with the same formula, charge and spin, the calculation gives 91.3 kcal per mole. For the strongest force on any atom, the calculation gives 0.08490 hartree/bohr. As for the SMILES: CCCC#N.CCCC#N.CCCC#N.CCCC#N.CCCC#N.CCCC#N.CCCC#N.CCCC#N.CCCC#N.CCCC#N.CCCC#N.CCCC#N. The HOMO-LUMO gap is 11.2 eV. As for the net charge: 0.

CARTESIAN COORDINATES (ANGSTROEM)
N1 0.287 -1.258 -1.825
N2 0.196 -0.012 -9.996
N3 6.189 -1.990 3.651
N4 0.050 -1.651 9.961
N5 4.574 2.566 -8.835
N6 5.088 4.091 10.310
N7 -7.207 -2.860 -6.452
N8 0.157 9.269 3.110
N9 -5.549 -9.315 -5.535
N10 -7.054 7.779 4.892
N11 -5.993 -4.345 2.150
N12 5.449 -5.919 -2.514
C1 -2.091 -7.659 -4.936
C2 0.481 -1.220 -0.670
C3 1.450 3.979 9.278
C4 3.644 2.758 8.547
C5 -6.853 -1.755 -6.309
C6 8.718 -2.129 2.884
C7 -9.059 -3.115 3.569
C8 -5.144 -0.308 -5.160
C9 7.906 -5.151 -5.115
C10 2.790 -2.595 -10.041
C11 7.297 -2.050 3.329
C12 0.762 -1.140 0.780
C13 5.535 -5.761 -5.184
C14 -8.414 -3.368 2.180
C15 1.558 -2.113 -9.249
C16 -1.522 12.322 4.375
C17 -4.665 5.134 5.481
C18 -1.954 -1.047 6.877
C19 0.520 10.331 3.353
C20 4.692 1.572 -5.209
C21 -5.570 -0.656 -3.759
C22 3.451 2.464 -5.361
C23 -6.365 -0.367 -6.124
C24 4.160 2.955 -7.824
C25 8.843 -2.309 1.363
C26 -3.266 -6.806 -4.515
C27 -8.965 -4.338 4.528
C28 -4.765 6.656 5.684
C29 -5.049 -8.522 -4.865
C30 1.038 0.235 1.320
C31 -0.197 12.790 3.619
C32 8.294 -1.070 0.560
C33 2.420 -2.939 -11.468
C34 -0.282 -2.792 7.657
C35 2.381 3.503 8.087
C36 6.859 -6.030 -5.787
C37 -0.023 1.340 1.126
C38 -7.080 -3.925 2.142
C39 0.942 11.698 3.682
C40 -1.601 -2.534 6.999
C41 3.589 3.443 -6.540
C42 4.459 3.475 9.547
C43 -6.045 7.278 5.212
C44 0.810 -0.968 -9.674
C45 -0.150 -2.147 8.954
C46 5.500 -5.860 -3.685
C47 -5.029 4.773 4.035
C48 -4.449 -7.558 -3.943
H1 -2.114 -0.562 7.840
H2 0.903 -2.970 -9.094
H3 -2.278 13.106 4.325
H4 -2.405 -3.034 7.539
H5 -7.241 0.176 -5.767
H6 4.550 0.815 -4.438
H7 -0.121 -1.537 1.280
H8 3.302 -3.002 -12.107
H9 -3.584 -6.269 -5.409
H10 -5.248 -6.834 -3.782
H11 3.612 -1.884 -10.127
H12 -1.587 -3.025 6.026
H13 -7.934 -4.537 4.820
H14 -2.858 -1.024 6.268
H15 -6.313 0.049 -3.388
H16 5.555 2.184 -4.949
H17 1.768 -3.806 -11.571
H18 6.795 -5.861 -6.862
H19 -8.481 -2.406 1.672
H20 0.677 4.618 8.848
H21 -4.399 -1.028 -5.499
H22 2.596 3.872 -6.671
H23 1.574 -1.831 1.006
H24 -1.036 1.012 1.361
H25 7.106 -7.089 -5.716
H26 8.087 -5.317 -4.053
H27 2.758 4.360 7.530
H28 8.813 -0.146 0.815
H29 -1.175 -0.503 6.343
H30 -5.933 5.246 3.651
H31 1.342 0.121 2.360
H32 9.891 -2.542 1.175
H33 0.066 1.738 0.116
H34 1.907 2.828 7.373
H35 4.317 2.550 7.715
H36 -4.727 -0.554 -3.076
H37 8.858 -5.350 -5.608
H38 1.967 4.652 9.962
H39 0.182 2.209 1.751
H40 1.921 -2.062 -11.879
H41 4.135 4.314 -6.177
H42 -4.745 0.707 -5.157
H43 -5.777 -1.723 -3.675
H44 1.956 0.556 0.828
H45 -3.967 7.167 5.146
H46 -5.431 4.679 6.107
H47 -0.510 13.045 2.606
H48 3.324 1.845 9.049
H49 -4.162 -8.068 -3.023
H50 -1.495 -8.106 -4.139
H51 3.251 3.078 -4.483
H52 4.761 -6.441 -5.541
H53 0.949 3.185 9.831
H54 -3.713 4.718 5.811
H55 0.154 13.755 3.987
H56 -1.397 -6.925 -5.345
H57 8.380 -1.109 -0.526
H58 -1.377 12.095 5.431
H59 7.672 -4.099 -5.280
H60 9.193 -2.979 3.373
H61 1.890 -1.944 -8.225
H62 8.176 -3.160 1.226
H63 -4.745 6.916 6.743
H64 -8.960 -4.076 1.555
H65 4.861 1.078 -6.165
H66 -0.034 -3.848 7.757
H67 1.749 12.057 3.043
H68 -2.418 -8.447 -5.614
H69 -10.103 -2.809 3.496
H70 3.273 -3.469 -9.603
H71 -9.550 -4.180 5.434
H72 -8.465 -2.325 4.030
H73 9.313 -1.286 3.235
H74 -5.182 3.707 3.866
H75 -1.965 11.442 3.909
H76 7.226 -0.878 0.661
H77 0.511 -2.363 7.044
H78 -6.190 -0.046 -7.151
H79 -4.250 5.141 3.368
H80 2.527 1.895 -5.462
H81 5.220 -4.730 -5.341
H82 1.404 11.728 4.669
H83 -2.984 -6.066 -3.766
H84 -9.364 -5.216 4.019

(3)
Entry from OMol25: a structure of composition C48H88AsF6N16 in a non-equilibrium geometry (the ωB97M-V functional and the def2-TZVPD basis).

For the energy above the lowest of the compared OMol25 structures with the same formula, charge and spin, the calculation gives 0.0 kcal per mole. For the strongest force on any atom, the calculation gives 0.07640 hartree/bohr. The HOMO-LUMO gap is 9.8 eV. As for the net charge: +7.

CARTESIAN COORDINATES (ANGSTROEM)
As1 -0.279 -0.034 -0.582
F1 -1.758 0.861 -0.026
F2 0.749 0.391 0.836
F3 -1.215 -0.559 -1.981
F4 1.112 -0.963 -1.211
F5 0.267 1.471 -1.372
F6 -0.877 -1.511 0.276
N1 -0.063 3.712 -6.087
N2 -0.536 3.910 3.350
N3 -2.918 -5.687 -1.176
N4 -2.048 4.695 4.681
N5 5.645 -1.572 3.450
N6 5.547 -3.382 -2.335
N7 -3.219 6.049 -1.892
N8 -5.157 -1.909 -0.834
N9 0.317 -2.743 4.851
N10 7.434 -2.826 3.254
N11 -0.534 -1.205 6.072
N12 -3.051 4.073 -2.775
N13 0.415 1.734 -5.376
N14 5.831 -1.358 -1.474
N15 -5.067 -2.204 1.338
N16 -2.596 -4.734 -3.079
C1 4.307 -2.828 -2.129
C2 0.644 3.903 -4.905
C3 -3.306 -6.618 -0.190
C4 -0.370 4.795 -6.976
C5 7.858 -1.561 3.414
C6 -0.761 4.786 4.324
C7 0.773 5.454 -7.743
C8 0.718 0.328 -5.363
C9 -0.214 2.425 -6.342
C10 -0.333 -0.716 4.775
C11 -1.435 -4.961 -5.266
C12 -4.805 -1.395 -2.148
C13 4.272 -1.129 3.410
C14 -3.874 -3.115 3.294
C15 -2.880 3.024 -3.756
C16 3.992 -0.473 2.126
C17 0.698 3.763 2.526
C18 -3.135 5.139 -0.838
C19 -2.565 -0.589 7.299
C20 -2.607 5.434 5.709
C21 6.386 -0.118 -0.827
C22 -1.974 -3.943 -2.159
C23 7.469 0.632 -1.615
C24 0.158 -1.702 3.997
C25 0.941 2.665 -4.413
C26 -2.597 -4.351 -4.500
C27 6.761 -0.773 3.543
C28 -2.177 -4.509 -0.959
C29 -4.959 7.667 -1.367
C30 4.440 -1.561 -1.610
C31 -6.171 -2.785 -0.476
C32 0.402 3.904 1.103
C33 -3.024 3.897 -1.396
C34 -4.515 -1.548 0.327
C35 6.101 -2.839 3.281
C36 5.928 -4.684 -2.960
C37 -3.507 7.467 -1.765
C38 6.474 -2.452 -1.916
C39 -2.590 3.711 3.926
C40 -3.149 -5.784 -2.504
C41 -1.677 3.212 3.047
C42 -4.741 -2.004 2.714
C43 -3.114 5.378 -3.049
C44 0.800 -4.050 4.493
C45 8.229 -3.992 3.334
C46 -6.112 -2.978 0.885
C47 -0.074 -2.437 6.097
C48 -1.050 -0.435 7.158
H1 -3.067 -0.042 8.094
H2 3.726 -0.808 -1.369
H3 -3.028 -0.285 6.328
H4 1.494 2.274 -3.579
H5 -1.685 2.435 2.280
H6 -0.456 -4.671 -4.857
H7 8.285 -0.071 -1.824
H8 -1.859 2.660 -3.901
H9 -3.259 5.399 0.208
H10 -3.580 -4.633 -4.906
H11 7.012 -4.750 -3.042
H12 2.944 -0.203 2.001
H13 -4.208 -1.055 2.741
H14 0.343 6.349 -8.243
H15 -6.749 -3.565 1.560
H16 4.583 0.432 1.907
H17 -2.515 5.045 6.700
H18 -5.196 7.339 -0.367
H19 -0.681 2.130 -7.267
H20 0.837 4.902 -4.580
H21 -3.772 -2.937 4.376
H22 -0.093 -4.648 4.263
H23 -3.601 3.454 4.071
H24 -0.552 0.313 4.501
H25 -0.497 -0.787 8.038
H26 -0.701 0.592 7.006
H27 -6.896 -3.083 -1.214
H28 9.057 -4.016 2.617
H29 1.238 4.817 -8.495
H30 -1.476 -4.636 -6.316
H31 -4.531 -2.209 -2.828
H32 8.865 -1.241 3.597
H33 5.511 0.489 -0.616
H34 0.371 -1.746 2.928
H35 -3.477 2.145 -3.474
H36 -2.896 -3.166 2.852
H37 5.502 -3.740 3.170
H38 5.530 -4.735 -3.968
H39 1.251 -3.935 3.508
H40 -2.503 -6.748 0.495
H41 1.072 2.771 2.728
H42 -3.304 3.448 -4.655
H43 0.013 -3.123 6.931
H44 -4.259 -4.138 3.159
H45 7.644 -4.875 3.210
H46 -3.667 -6.617 -2.970
H47 -5.712 7.235 -2.045
H48 -1.438 -6.051 -5.284
H49 -4.046 -0.631 -2.158
H50 8.714 -3.997 4.307
H51 -3.706 5.502 5.609
H52 -5.690 -1.912 3.271
H53 0.089 -0.209 -6.069
H54 -0.319 3.196 0.682
H55 -3.021 2.877 -1.024
H56 1.791 0.238 -5.618
H57 6.702 0.280 3.723
H58 6.700 -0.459 0.152
H59 -2.817 7.816 -0.988
H60 -4.168 -6.267 0.368
H61 -3.659 -0.871 0.382
H62 -3.167 7.818 -2.736
H63 -3.479 -7.589 -0.637
H64 7.921 1.441 -1.064
H65 1.567 5.824 -7.074
H66 1.334 3.699 0.555
H67 7.087 1.019 -2.547
H68 1.434 4.504 2.793
H69 4.060 -0.420 4.226
H70 5.495 -5.517 -2.414
H71 0.076 4.878 0.759
H72 -1.078 4.401 -7.678
H73 -1.834 -4.228 0.014
H74 4.197 -1.101 1.253
H75 7.550 -2.558 -1.895
H76 3.480 -3.433 -2.463
H77 -5.141 8.737 -1.353
H78 -1.473 -3.030 -2.457
H79 -2.971 -1.586 7.585
H80 -2.517 -3.260 -4.423
H81 0.588 -0.102 -4.376
H82 -3.128 5.793 -4.043
H83 -0.067 5.475 4.766
H84 -0.885 5.510 -6.324
H85 -5.752 -1.033 -2.541
H86 3.628 -1.986 3.544
H87 -2.238 6.448 5.664
H88 1.485 -4.445 5.242